1.
Density functional theory data (ωB97M-V/def2-TZVPD) for a 11-piece molecular cluster, C38H60Br8O18S4 overall.

XYZ file:
```
128
Properties=species:S:1:pos:R:3:mulliken_charge:R:1
O 4.1045 4.8190 -8.1011 -0.553
C 3.7258 4.8402 -6.9487 0.337
C 2.7321 3.9567 -6.3286 -0.250
C 2.3018 4.0578 -5.0144 -0.408
C 2.7843 5.1131 -4.0841 0.415
O 2.3139 5.3176 -2.9428 -0.626
C 3.8218 5.9288 -4.6642 -0.325
C 4.3134 5.7940 -5.9297 -0.320
H 2.3900 3.1727 -6.9880 0.426
H 1.7068 3.2142 -4.6968 0.448
H 4.1988 6.7288 -4.0443 0.449
H 5.1022 6.4225 -6.3159 0.407
O 9.9879 -1.4033 7.1432 -0.563
C 9.0708 -0.8903 6.4907 0.349
C 8.5538 0.4479 6.7263 -0.267
C 7.6192 1.0086 5.9024 -0.166
C 6.9991 0.3830 4.7300 0.253
O 6.2280 1.0136 3.9970 -0.553
C 7.3972 -1.0527 4.6569 -0.369
C 8.3659 -1.5677 5.4500 -0.223
H 8.9631 1.0004 7.5590 0.385
H 7.3547 2.0054 6.2230 0.367
H 6.9572 -1.6408 3.8651 0.401
H 8.7048 -2.5903 5.3743 0.386
O -6.8947 -3.9421 1.4441 -0.556
C -6.2791 -3.5745 0.4345 0.261
C -6.7434 -2.6712 -0.6414 -0.298
C -6.0909 -2.4798 -1.7930 -0.367
C -4.9618 -3.2863 -2.2237 0.252
O -4.5076 -3.3528 -3.3466 -0.541
C -4.3889 -4.0558 -1.1002 -0.284
C -4.9965 -4.1708 0.1147 -0.220
H -7.5613 -1.9897 -0.4597 0.371
H -6.4330 -1.7566 -2.5184 0.403
H -3.4300 -4.5407 -1.2087 0.510
H -4.4519 -4.7656 0.8330 0.466
C -2.4400 -8.9486 -2.8400 -1.435
C -2.7259 -9.5322 -1.4794 -0.014
O -1.5490 -9.9086 -0.7685 -0.315
S -1.5440 -9.7130 0.8642 1.119
C -3.0189 -10.7009 1.3086 -0.908
O -0.3571 -10.4336 1.3623 -0.609
O -1.7097 -8.2675 0.9969 -0.550
H -1.8106 -8.0587 -2.8367 0.344
H -3.3018 -8.6064 -3.4130 0.392
H -1.9821 -9.6464 -3.5410 0.332
H -3.3153 -8.7523 -0.9973 0.324
H -3.3903 -10.3927 -1.5575 0.280
H -3.0122 -11.4469 0.5138 0.291
H -3.8823 -10.0357 1.3200 0.300
H -2.7088 -11.1616 2.2465 0.450
C -0.5486 1.0353 0.0702 -0.981
C 0.4117 0.4119 1.0250 -0.299
O 1.1047 -0.7912 0.5727 -0.285
S 0.1988 -2.1712 0.5337 1.164
C 1.4992 -3.2686 1.1921 -0.931
O -0.8571 -2.0215 1.5587 -0.615
O 0.0383 -2.4799 -0.8694 -0.587
H -1.0501 1.9481 0.3917 0.381
H -1.3604 0.3366 -0.1319 0.277
H -0.0982 1.2337 -0.9024 0.262
H 1.2505 1.0793 1.2227 0.347
H -0.1723 0.3469 1.9431 0.266
H 1.0709 -3.9670 1.9111 0.339
H 2.3593 -2.7026 1.5498 0.317
H 1.8389 -3.8882 0.3622 0.343
C -3.1138 6.1689 -4.3026 -1.280
C -3.2508 7.2976 -5.3239 -0.165
O -2.0406 7.9384 -5.6236 -0.351
S -1.5051 7.8901 -7.2294 1.198
C -2.9491 8.8606 -7.9194 -0.922
O -0.3043 8.6828 -7.4481 -0.578
O -1.5586 6.5174 -7.7426 -0.593
H -4.0656 6.0801 -3.7788 0.363
H -2.4170 6.3768 -3.4906 0.327
H -2.7282 5.2847 -4.8101 0.300
H -3.8237 6.9044 -6.1637 0.376
H -3.8576 8.0250 -4.7848 0.330
H -2.5412 9.7433 -8.4119 0.376
H -3.7597 9.0986 -7.2307 0.286
H -3.2721 8.2614 -8.7707 0.332
C -4.4652 8.2437 1.7470 -1.130
C -4.4358 9.7322 1.7351 -0.229
O -5.7582 10.1288 1.9332 -0.336
S -6.2910 10.7061 3.4869 1.154
C -5.3778 12.3440 3.6272 -0.786
O -7.7532 10.9397 3.5094 -0.571
O -5.6694 9.7970 4.4950 -0.591
H -4.6091 7.8615 2.7576 0.283
H -3.5801 7.7100 1.4006 0.379
H -5.3038 7.8915 1.1463 0.283
H -3.6350 10.2175 2.2929 0.282
H -4.1580 10.1159 0.7534 0.349
H -5.9256 13.1215 3.0948 0.313
H -4.4182 12.1637 3.1427 0.272
H -5.3418 12.5949 4.6874 0.327
Br 5.6200 1.1456 -2.7431 -0.172
C 5.9478 2.3404 -1.1953 -0.653
C 6.9991 3.3900 -1.5882 -0.476
Br 7.1851 4.6322 -0.1257 -0.147
H 6.2903 1.6260 -0.4466 0.372
H 5.0082 2.7454 -0.8195 0.398
H 6.7447 3.9677 -2.4769 0.305
H 8.0111 3.0366 -1.7860 0.374
Br 5.0762 -4.4013 -5.1598 -0.139
C 3.3319 -4.0626 -4.3874 -0.583
C 2.3509 -5.1708 -4.7193 -0.565
Br 2.7734 -6.8181 -3.5861 -0.150
H 2.9892 -3.1510 -4.8769 0.348
H 3.4383 -3.9047 -3.3142 0.334
H 2.2305 -5.4047 -5.7770 0.426
H 1.3939 -4.7776 -4.3763 0.329
Br 1.6718 -9.9553 7.3295 -0.169
C 3.2333 -8.8711 6.7679 -0.527
C 2.9059 -8.4164 5.3328 -0.539
Br 4.0063 -6.8967 4.8715 -0.164
H 4.1573 -9.4364 6.8895 0.378
H 3.2401 -8.0912 7.5293 0.354
H 1.8917 -8.0257 5.4149 0.300
H 2.9713 -9.0749 4.4667 0.368
Br -2.8722 -6.7660 6.2139 -0.156
C -2.3355 -5.5189 7.6489 -0.515
C -2.5900 -4.0836 7.1029 -0.655
Br -2.0312 -2.7015 8.4798 -0.181
H -1.2543 -5.5950 7.7641 0.344
H -2.7309 -5.7235 8.6438 0.391
H -3.6023 -3.9014 6.7420 0.405
H -2.0379 -3.8231 6.1999 0.369
```

The structure (SMILES) is O=C1C=CC(=O)C=C1.O=C1C=CC(=O)C=C1.O=C1C=CC(=O)C=C1.CCOS(C)(=O)=O.CCOS(C)(=O)=O.CCOS(C)(=O)=O.CCOS(C)(=O)=O.BrCCBr.BrCCBr.BrCCBr.BrCCBr. As for the strongest force on any atom: 4.6 eV Å⁻¹. The energy above the lowest of the compared OMol25 structures with the same formula, charge and spin is 4.6506 eV. As for the spin multiplicity: 1. The calculation puts the HOMO-LUMO gap at 7.9 eV. Its charge is 0.

---

2.
Density functional theory data (ωB97M-V/def2-TZVPD) for a 6-piece molecular cluster, C38H60BrClF9N6O9S3 overall.

XYZ file:
```
127
Properties=species:S:1:pos:R:3:mulliken_charge:R:1
O -3.1694 -1.0352 -1.4731 -0.547
S -3.1020 -1.5353 -2.8144 1.153
O -2.0226 -2.4545 -3.0730 -0.525
Cl -4.8548 -2.5779 -3.1621 -0.263
C -3.0921 -0.1990 -4.0299 -0.496
C -1.9862 0.8537 -3.6852 -0.341
C -0.6905 0.3654 -4.4146 -0.472
C 0.6006 0.8282 -3.6938 -1.344
C 0.8857 -0.0106 -2.4292 0.917
C 0.7008 0.6271 -1.1885 -1.375
C 0.9892 -0.1199 -0.0288 0.525
C 0.8720 0.4605 1.3022 -0.136
S 0.4222 2.1472 1.6940 1.537
O -0.7421 2.0968 2.5274 -0.461
O 0.3102 3.0385 0.5833 -0.453
C 1.8012 2.8435 2.7565 0.424
F 1.3104 4.0281 3.1735 -0.225
F 2.0238 2.1123 3.8742 -0.263
C 3.1140 3.1464 1.9250 0.531
F 3.0330 4.4574 1.5766 -0.291
F 3.1396 2.4761 0.7405 -0.214
C 4.4489 3.0087 2.7318 0.451
F 4.3370 3.7751 3.8332 -0.259
F 5.4127 3.5717 1.9607 -0.290
C 4.8720 1.5371 3.0938 0.696
F 4.1562 0.5904 2.4634 -0.171
F 4.6810 1.3397 4.4212 -0.262
F 6.1885 1.3957 2.9089 -0.243
C 1.1280 -0.3521 2.3791 -1.309
N 1.5022 -1.6552 2.2151 0.234
C 1.6631 -2.2307 1.0125 -1.347
C 1.4114 -1.4983 -0.1557 0.920
C 1.5928 -2.1471 -1.4500 0.452
C 2.0403 -3.6064 -1.4436 -1.437
C 3.6004 -3.6126 -1.2220 -0.470
C 4.1635 -5.0526 -1.0691 0.179
S 4.5338 -5.7122 -2.7534 -0.237
C 1.3457 -1.3768 -2.5838 0.405
C 1.5675 -2.0048 -3.9676 -0.855
C 2.6989 -1.2734 -4.7946 -1.231
C 2.2977 -1.1209 -6.2996 -0.445
Br 3.3899 -2.3718 -7.3809 -0.206
H -4.0778 0.2940 -4.0211 0.632
H -2.8939 -0.6770 -5.0085 -0.039
H -1.7768 0.8190 -2.5990 0.064
H -2.2818 1.8712 -3.9722 0.336
H -0.6747 0.8025 -5.4343 0.341
H -0.7715 -0.7286 -4.5088 0.294
H 1.4828 0.9240 -4.3465 0.517
H 0.4038 1.8565 -3.3189 0.365
H 0.3420 1.6575 -1.2355 0.414
H 1.0360 -0.0217 3.4196 0.539
H 1.6673 -2.2159 3.0462 0.355
H 1.9975 -3.2747 1.0208 0.577
H 1.7981 -4.1407 -2.3774 0.562
H 1.5192 -4.1731 -0.6475 0.443
H 3.7825 -2.9811 -0.3257 0.397
H 4.0696 -3.1006 -2.0811 0.304
H 5.1432 -4.9519 -0.5627 0.360
H 3.4911 -5.7149 -0.4927 -0.249
H 4.8717 -4.5838 -3.4303 0.109
H 0.6219 -2.0695 -4.5353 0.388
H 1.9171 -3.0477 -3.8813 0.352
H 3.5827 -1.9383 -4.7919 0.567
H 3.0300 -0.3313 -4.3313 0.499
H 1.2552 -1.4209 -6.4819 0.147
H 2.4903 -0.1139 -6.7005 0.441
C -0.6846 5.1528 -1.6345 -0.978
C -2.0261 4.5250 -1.9197 0.836
O -2.2235 3.3215 -1.7931 -0.579
N -3.0307 5.3381 -2.3275 -0.206
C -2.9996 6.7744 -2.5360 -0.919
H 0.0102 4.3798 -1.3194 -0.155
H -0.2902 5.6289 -2.5340 0.444
H -0.7720 5.8857 -0.8315 0.453
H -3.8966 4.8495 -2.4979 0.249
H -3.7410 7.2398 -1.8849 0.298
H -3.2635 6.9846 -3.5737 0.299
H -2.0215 7.1931 -2.3227 0.351
C -3.0165 2.8693 4.1575 -0.854
C -4.1088 2.6105 5.1652 0.476
O -5.2649 2.4032 4.8305 -0.671
N -3.7676 2.6138 6.4819 -0.086
C -2.4596 2.8377 7.0743 -0.601
H -3.4380 2.8352 3.1564 0.351
H -2.5827 3.8579 4.3176 0.379
H -2.2463 2.1059 4.2336 0.168
H -4.5465 2.4346 7.0960 0.205
H -2.1877 1.9557 7.6589 0.255
H -2.5188 3.6962 7.7437 0.217
H -1.6984 3.0198 6.3223 0.172
C 2.9080 -8.9351 -0.4553 -1.144
C 2.3722 -8.1056 0.6830 0.866
O 2.6082 -6.9018 0.7776 -0.729
N 1.6139 -8.7231 1.6144 -0.205
C 1.2268 -10.1217 1.6785 -0.876
H 3.4943 -8.3001 -1.1154 0.089
H 3.5537 -9.7274 -0.0750 0.381
H 2.0865 -9.3651 -1.0295 0.371
H 1.2922 -8.1052 2.3436 0.245
H 0.1379 -10.1848 1.6680 0.296
H 1.5935 -10.5443 2.6148 0.297
H 1.6275 -10.6909 0.8464 0.330
C -2.1433 -0.3671 -8.5255 -1.364
C -2.7882 -1.5435 -7.8356 0.866
O -3.5496 -1.4016 -6.8848 -0.721
N -2.5026 -2.7833 -8.2980 -0.151
C -1.6349 -3.1569 -9.4010 -0.860
H -2.4698 0.5506 -8.0422 0.284
H -1.0562 -0.4317 -8.4496 0.312
H -2.4427 -0.3312 -9.5735 0.452
H -2.9700 -3.5177 -7.7878 0.238
H -2.2210 -3.7085 -10.1373 0.308
H -0.8458 -3.8085 -9.0220 0.282
H -1.1871 -2.2897 -9.8755 0.331
C -1.8910 6.6770 11.0552 -1.336
C -2.0728 5.2837 10.5080 0.844
O -1.3123 4.8101 9.6757 -0.639
N -3.1213 4.5529 10.9702 -0.132
C -4.1245 4.9345 11.9472 -0.857
H -1.0176 7.1282 10.5922 0.300
H -2.7623 7.2917 10.8243 0.363
H -1.7327 6.6429 12.1340 0.361
H -3.1789 3.6334 10.5611 0.213
H -4.0881 4.2318 12.7815 0.290
H -5.1097 4.8747 11.4817 0.290
H -3.9641 5.9412 12.3190 0.330
```

As for the strongest force on any atom: 2.2 eV Å⁻¹. As for the spin multiplicity: 1. The calculation puts the HOMO-LUMO gap at 6.1 eV. Its charge is +1.

---

Energy (Ha)
-25022.77837; -7617.02989